DFT (ωB97M-V/def2-TZVPD) results for C6H11N3O2 in the gas phase at a distorted geometry.

Properties
Frontier orbital gap ... 8.353 eV
HOMO energy ... -7.6 eV

ORCA input file:
```
! wB97M-V def2-TZVPD RIJCOSX def2/J DEFGRID3
* xyz 0 1
C -1.39020 -0.34429 0.51271
C 2.04300 -0.17344 -0.02131
C -0.50213 0.52290 1.40597
C 0.30231 1.56783 0.60283
C -0.01994 0.25250 -1.51631
C 1.02030 0.86563 -0.57976
N -1.16951 -0.43099 -0.74232
N -2.55818 -0.90972 0.89271
N 2.16448 -1.34724 -0.70320
O -2.01828 -1.01061 -1.53259
O 2.72624 0.11577 0.94115
H -1.23653 0.98321 2.07735
H -0.04821 -0.27416 2.00705
H -0.36782 2.34118 0.22150
H 1.04937 1.89547 1.22462
H -0.62387 1.13173 -1.91765
H 0.17853 -0.46088 -2.43159
H 1.65745 1.59413 -1.12455
H -2.65977 -1.01624 1.89506
H -2.90140 -1.80578 0.52945
H 1.51607 -1.58833 -1.45895
H 2.83806 -1.90867 -0.28215
*
```

natural (NBO) atomic charge list, values in e, 6 entries: 0.3730, 0.6802, -0.4494, -0.3857, -0.2644, -0.3395

DFT (ωB97M-V/def2-TZVPD) results for C6H11N3O2 in the gas phase.

Properties
Frontier orbital gap (alpha / beta) ... 8.484 / 8.484 eV
HOMO energy (alpha / beta) ... -8.4 / -8.4 eV

ORCA input file:
```
! wB97M-V def2-TZVPD RIJCOSX def2/J DEFGRID3
* xyz 0 1
C -2.02848 0.40764 -0.70872
C 1.46790 -1.12544 -1.01112
C -2.56341 -0.68814 -0.24908
C 0.58028 0.87763 0.06858
C 1.85213 1.65584 0.40415
C 0.60555 -1.33197 1.23755
N 0.06782 1.36522 -1.17549
N 0.83615 -0.56388 0.03574
N -1.15411 1.01653 -1.44034
O -3.50581 -0.76997 0.72752
O 1.79543 -2.28619 -1.09241
H -2.34256 -1.67664 -0.64752
H -0.17996 1.03005 0.86174
H 1.66701 2.71832 0.27996
H 2.64971 1.35816 -0.27092
H 2.16063 1.46083 1.42754
H 1.27847 -1.01187 2.03710
H -0.42821 -1.21463 1.56577
H 0.79977 -2.37802 1.00571
H 1.62548 -0.39892 -1.82897
H -3.70317 0.10560 1.08158
H -1.48061 1.44985 -2.30837
*
```

natural (NBO) atomic charge list, values in e, 6 entries: -0.0745, 0.5266, 0.1015, 0.0682, -0.6104, -0.4239

DFT (ωB97M-V/def2-TZVPD) results for a 3-piece molecular cluster, C6H11N3O2 overall at a distorted geometry.

Properties
Frontier orbital gap ... 6.017 eV
HOMO energy ... -15.4 eV

ORCA input file:
```
! wB97M-V def2-TZVPD RIJCOSX def2/J DEFGRID3
* xyz 2 1
C -2.70104 -3.85223 -4.15179
C -3.55682 -2.98396 -3.53620
C -1.51931 -2.28207 -3.18746
C 4.31459 4.81376 6.82950
C -3.31720 -0.90599 -2.17887
C 5.30394 4.39956 5.93837
N -1.43789 -3.39115 -3.91508
N 0.08348 -1.22325 -2.40765
N -2.80109 -2.01400 -2.94015
O 1.04999 -1.72477 -2.77570
O -0.32901 -0.36094 -1.76670
H -2.90328 -4.73602 -4.72179
H -4.62601 -2.98571 -3.47964
H 5.25271 3.43362 5.44392
H 4.27704 4.06050 7.64893
H 4.40747 5.81985 7.23150
H -3.02813 -0.99097 -1.13082
H -2.93911 0.04115 -2.56617
H -4.40442 -0.89483 -2.24017
H 6.16385 5.01577 5.69764
H 3.29668 4.58470 6.45795
H -0.58646 -3.82303 -4.24962
*
```

natural (NBO) atomic charge list, values in e, 6 entries: -0.0457, -0.0419, 0.3265, -0.8102, -0.4156, 0.3029

DFT (ωB97M-V/def2-TZVPD) results for a 2-piece molecular cluster, C6H11N3OS overall at a distorted geometry.

Properties
Frontier orbital gap (alpha / beta) ... 7.411 / 8.645 eV
HOMO energy (alpha / beta) ... -8.1 / -9.0 eV

ORCA input file:
```
! wB97M-V def2-TZVPD RIJCOSX def2/J DEFGRID3
* xyz 0 1
C 4.10995 0.71313 0.40676
C 2.23541 -0.22252 0.37695
C -2.66390 1.11794 0.63468
C -0.22569 -1.91385 -1.24187
C -1.25346 1.01239 0.23519
C -0.54814 -0.21140 0.82263
N 2.80268 0.93899 0.65026
N 3.02628 -1.14587 -0.09982
N 4.22822 -0.55161 -0.04271
O -0.32882 -2.79816 1.21498
S -1.03940 -1.84410 0.40593
H 4.82674 1.46243 0.41282
H -3.18799 1.90667 0.05962
H -3.21898 0.13394 0.30519
H -3.02827 1.50274 1.63810
H 0.72772 -1.33209 -1.12960
H -0.77947 -1.39120 -2.04213
H -0.27044 -2.95975 -1.35559
H -1.18181 1.02238 -0.92682
H -0.56744 1.89267 0.40754
H -0.26788 -0.15086 1.82074
H 5.03937 -0.98094 -0.39516
*
```

natural (NBO) atomic charge list, values in e, 6 entries: 0.1553, 0.3781, -0.6337, -0.8141, -0.5043, -0.3117

Energy relative to the best compared isomer or geometry (same formula, charge and spin)
In order: 0.9008 2.7731 4.9447 6.3056
Unit: eV
Energy
In order: -14963.9143 -14962.0421 -14942.9296 -23747.1845
Unit: eV